A single C9H8BrN molecule, computed with ωB97M-V/def2-TZVPD.

Results
frontier orbital gap = 6.748 eV
strongest force on any atom = 5.1 eV/A
molecular weight = 210.1 g/mol
multiplicity = 1
HOMO level = -7.82 eV
net charge = 0

Each line ends with the Mulliken charge.
Element x y z (Å)
C: -2.2782 -0.0612 1.0296  -0.6153
C: -0.8901 -2.7129 0.1032  -0.6022
C: 0.5966 -0.7315 -2.7081  -0.7300
C: 0.0199 -1.7774 -1.9818  -0.5307
C: 0.6929 0.5613 -2.2079  -0.4375
C: -0.5287 -1.6318 -0.7687  1.0625
C: 0.2186 0.8079 -0.8798  -0.4804
C: -0.4419 -0.3370 -0.2073  0.1898
C: -0.1024 0.2980 2.1489  -0.8969
N: -1.0068 -0.0728 1.1056  0.4199
Br: -1.9843 -4.0512 -0.6686  -0.0577
H: 1.0893 -0.9092 -3.6222  0.4102
H: 0.2284 -2.7809 -2.3278  0.3039
H: 0.9956 1.4283 -2.7764  0.3807
H: -2.7704 0.0942 1.9641  0.2024
H: 0.0955 1.7819 -0.5107  0.3968
H: 0.0286 1.4775 2.1402  0.2900
H: -0.4370 -0.0095 3.1104  0.3677
H: 0.9130 0.0590 1.8626  0.3268


A molecular structure, C29H33Cl2N6O7S2Ti, computed with ωB97M-V/def2-TZVPD.

Results
frontier orbital gap (alpha / beta) = 4.779 / 4.778 eV
strongest force on any atom = 2.2 eV/A
molecular weight = 760.5 g/mol
multiplicity = 1
HOMO level (alpha / beta) = -7.80 / -7.80 eV
net charge = +1

Each line ends with the Mulliken charge.
Element x y z (Å)
Ti: -0.1458 -0.2540 1.2810  -0.2293
N: 1.0710 1.6099 3.7847  0.5101
C: 1.6243 0.3400 3.7324  0.6166
C: 2.6667 0.0946 4.6352  -1.1284
C: 3.3182 -1.1132 4.6256  -0.6098
C: 2.9311 -2.0519 3.6702  -1.0304
C: 1.9077 -1.7412 2.8151  -0.4667
N: 1.2069 -0.5783 2.8451  0.5904
C: 0.0280 2.2337 3.1170  0.2116
C: -0.4599 3.4195 3.6798  -1.1341
C: -1.5447 4.0397 3.1098  -0.7391
C: -2.1406 3.4422 2.0007  -1.0821
C: -1.5646 2.3149 1.4744  -0.5108
N: -0.4465 1.7363 1.9732  1.4600
H: 1.3732 2.1261 4.5941  0.2800
H: 2.9546 0.8640 5.3405  0.4931
H: 4.1070 -1.3264 5.3330  0.4467
H: 3.4100 -3.0179 3.6066  0.4892
H: 1.6239 -2.4419 2.0485  0.6043
H: 0.0090 3.8237 4.5678  0.5241
H: -1.9458 4.9486 3.5357  0.4321
H: -3.0408 3.8519 1.5673  0.4883
H: -2.0104 1.8300 0.6167  0.5294
Cl: -4.7184 -4.8323 4.4077  -0.2198
C: -3.7884 -3.5344 3.7437  0.3705
C: -4.1600 -2.2219 4.0666  -0.7902
C: -3.4284 -1.1872 3.5396  0.4348
Cl: -3.8252 0.4628 3.8840  -0.2226
C: -2.3247 -1.4128 2.6974  -0.0078
O: -1.6539 -0.3880 2.2023  0.4511
C: -1.9519 -2.7527 2.3863  1.0689
C: -0.8485 -2.9857 1.5347  -0.9524
O: -0.1502 -2.0357 0.9766  -0.1162
C: -2.7219 -3.8064 2.9308  -1.4285
H: -5.0049 -2.0378 4.7132  0.4700
H: -0.5563 -4.0119 1.3160  0.3100
H: -2.4652 -4.8299 2.6906  0.4361
O: 1.6512 0.3529 0.4357  -0.6785
S: 2.9380 0.9555 1.0028  0.3203
C: 2.7504 2.7692 1.1664  -0.3757
C: 3.4283 3.4327 -0.0228  -0.6018
C: 4.5898 2.5325 -0.4331  -0.7452
C: 4.0637 1.1042 -0.4285  -0.4775
H: 3.2481 3.0248 2.1036  0.5838
H: 1.6868 2.9818 1.2579  0.0358
H: 3.7671 4.4343 0.2419  0.4386
H: 2.7340 3.5375 -0.8454  0.1809
H: 5.4130 2.6263 0.2783  0.3154
H: 4.9623 2.7994 -1.4215  0.4100
H: 4.8499 0.3584 -0.3269  0.4742
H: 3.4460 0.8606 -1.2942  0.0623
C: -2.4032 -2.6782 -6.3286  -0.9945
C: -2.7467 -1.2171 -6.5815  -0.5214
S: -2.0784 -0.1661 -5.2804  1.1635
O: -2.5958 -0.6684 -4.0278  -0.5755
O: -2.3031 1.2150 -5.5980  -0.7463
C: -0.2734 -0.4545 -5.3141  -1.0375
C: 0.2886 -1.1006 -4.0415  -1.0550
N: 0.0114 -0.3639 -2.8066  0.5689
C: -0.6337 -0.8481 -1.7310  1.1649
N: -0.7964 0.0885 -0.7891  -0.0264
C: -0.2652 1.2316 -1.3010  -0.3754
C: 0.2667 0.9761 -2.5387  -0.9668
N: 1.0905 1.8437 -3.2696  1.2317
O: 1.0881 3.0137 -2.9288  -0.6547
O: 1.7675 1.4082 -4.1885  -0.6696
C: -1.1798 -2.2252 -1.6710  -1.7149
H: -2.9808 -3.3245 -6.9868  0.3944
H: -2.6442 -2.9345 -5.2971  0.2495
H: -1.3480 -2.8869 -6.5060  0.2737
H: -3.8208 -1.0408 -6.5214  0.3957
H: -2.3689 -0.8332 -7.5285  0.3798
H: 0.1792 0.5123 -5.4976  0.5705
H: -0.0713 -1.1008 -6.1667  0.6241
H: 1.3684 -1.1919 -4.1529  0.3265
H: -0.1414 -2.0919 -3.9216  0.6360
H: -0.2853 2.1813 -0.7984  0.9068
H: -1.8141 -2.3822 -2.5421  0.3742
H: -1.7887 -2.3374 -0.7808  0.3019
H: -0.3846 -2.9707 -1.6622  0.2843


3 unconnected molecules or ions with the total composition C28H41Cl2F7IN3O11P2S, computed with ωB97M-V/def2-TZVPD.

Results
frontier orbital gap = 6.418 eV
strongest force on any atom = 9.5 eV/A
molecular weight = 1020.5 g/mol
multiplicity = 1
HOMO level = -7.70 eV
net charge = 0

Each line ends with the Mulliken charge.
Element x y z (Å)
C: -1.2819 -1.8500 3.3461  -1.1499
C: -2.0323 -0.9785 2.1861  0.7192
O: -3.4584 -1.1783 2.1444  -0.3162
C: -4.0551 -0.9965 0.8566  -1.2055
O: -3.3849 -0.1717 -0.0897  0.8841
C: -3.4082 1.2301 0.0649  0.6604
C: -1.8771 1.7483 0.3430  -1.5270
O: -1.6481 2.5776 1.2683  -0.5015
C: -0.5836 1.2091 -0.4273  1.5718
F: 0.2184 0.5482 0.5840  -0.4168
F: -0.8453 0.1968 -1.4014  -0.2568
C: 0.3460 2.3016 -1.1302  0.7850
F: 0.1124 3.6466 -0.7755  -0.2947
F: 0.0878 2.2147 -2.5475  -0.2856
C: 1.9334 2.0458 -0.9800  0.8834
F: 2.5543 3.0546 -1.8132  -0.3011
F: 2.4189 2.3333 0.3391  -0.2649
C: 2.4425 0.6384 -1.5521  0.1837
O: 3.3658 0.0696 -0.9082  -0.5027
O: 1.9239 -0.0337 -2.6861  -0.4628
C: -3.8433 2.0321 -1.3050  -0.6430
Cl: -2.9662 3.6255 -1.5049  -0.0600
C: -3.6749 1.1572 -2.6585  0.8563
C: -5.1359 0.9040 -3.3475  -1.0857
Cl: -2.7821 2.2183 -3.9175  -0.1542
S: -4.4657 1.9880 1.3917  1.5204
O: -4.4803 3.5071 1.3041  -0.6322
O: -4.0528 1.6618 2.7988  -0.5554
F: -6.1165 1.5816 1.2372  -0.3215
C: -4.2164 -2.4953 0.1877  1.6940
C: -2.8305 -3.1610 -0.2339  -1.3996
O: -2.2198 -2.5516 -1.4380  0.3903
C: -1.1604 -3.4294 -1.8942  0.1157
C: 0.1823 -3.5739 -1.1326  -0.1842
C: 1.3316 -4.4908 -1.6664  -0.5894
C: 1.1092 -5.2688 -2.9953  -0.4387
C: -0.2628 -5.1401 -3.7132  -0.4715
C: -1.4325 -4.2330 -3.2041  -0.3639
P: -5.1439 -2.1111 -1.4602  0.5397
O: -6.2972 -1.0766 -1.2175  -0.7373
N: -5.0641 -3.2646 1.1507  -0.8079
I: -3.9760 -4.5821 2.3382  0.1518
P: -6.3135 -4.2706 0.4582  0.1202
C: -7.9467 -3.4666 0.0773  -0.8169
C: -5.7583 -5.6315 -0.6940  -0.8344
H: -0.1940 -1.9719 2.9708  0.2945
H: -1.7194 -2.8945 3.4706  0.1152
H: -1.2296 -1.2889 4.3389  0.3677
H: -1.4611 -1.2042 1.2244  -0.5159
H: -1.8587 0.1204 2.5157  0.2655
H: -5.1672 -0.7338 1.0642  0.2829
H: 1.5410 -0.8938 -2.3965  0.3119
H: -4.9655 2.2775 -1.1706  0.5558
H: -3.0427 0.2163 -2.5761  -0.1922
H: -5.9970 1.0807 -2.6213  0.2779
H: -5.1670 -0.1320 -3.8288  0.2259
H: -5.2702 1.6602 -4.2082  0.4415
H: -2.0053 -3.1612 0.5528  0.4096
H: -2.9935 -4.2727 -0.5240  0.3356
H: 0.3511 -2.9978 -0.1506  0.3263
H: 2.3199 -4.5499 -1.0870  0.3437
H: 1.9459 -5.9218 -3.4289  0.3388
H: -0.4589 -5.7071 -4.6855  0.3177
H: -2.4412 -4.1299 -3.7208  0.3061
H: -4.2721 -1.4494 -2.4142  -0.2257
H: -5.6075 -3.2879 -2.1277  0.1465
H: -8.0524 -3.0000 -0.9682  0.2705
H: -8.7892 -4.2557 0.1717  0.3513
H: -8.1463 -2.6508 0.8665  0.2795
H: -6.4707 -5.6508 -1.6087  0.3236
H: -5.8506 -6.6548 -0.1859  0.3091
H: -4.7002 -5.5509 -1.1273  0.2472
C: 7.8990 1.2537 0.1034  0.0593
O: 8.4399 1.0525 -0.9696  -0.6067
N: 6.7385 1.9453 0.2839  0.2131
C: 6.1570 2.1424 1.5971  -1.0255
C: 6.0647 2.5011 -0.8727  -1.0034
H: 8.3269 0.8752 1.0463  0.3424
H: 5.1565 1.7010 1.6121  0.2699
H: 6.0879 3.2136 1.7972  0.3479
H: 6.7663 1.6737 2.3692  0.4021
H: 5.8127 1.6919 -1.5628  0.2343
H: 6.7382 3.1973 -1.3794  0.3676
H: 5.1555 3.0233 -0.5719  0.3632
C: 8.5143 3.8661 3.4139  0.2181
O: 7.5476 3.2710 3.8543  -0.6161
N: 8.7432 5.2038 3.5458  0.1060
C: 9.9206 5.8404 2.9917  -0.9279
C: 7.7781 6.0148 4.2627  -0.9262
H: 9.3075 3.3451 2.8532  0.2474
H: 10.4883 6.3054 3.8018  0.3388
H: 9.6082 6.6062 2.2770  0.3429
H: 10.5548 5.1133 2.4821  0.2972
H: 7.6820 5.6381 5.2841  0.2976
H: 6.8068 5.9373 3.7680  0.2694
H: 8.0961 7.0578 4.2851  0.3836


A molecular structure, C3H7NO, computed with ωB97M-V/def2-TZVPD.

Results
frontier orbital gap = 10.491 eV
strongest force on any atom = 4.8 eV/A
molecular weight = 73.1 g/mol
multiplicity = 1
HOMO level = -9.95 eV
net charge = 0

Each line ends with the Mulliken charge.
Element x y z (Å)
C: -0.9017 -1.2487 -0.5755  -0.9330
C: -0.5861 -0.0604 0.4134  -0.3931
C: 0.9935 0.4800 0.4275  0.3301
N: 0.8353 1.7986 0.6779  -0.5218
O: 1.9545 -0.1408 0.0019  -0.5728
H: -1.6953 -1.9531 -0.3595  0.3489
H: -0.9590 -0.9088 -1.6194  0.2637
H: 0.0332 -2.2046 -0.7331  0.2022
H: -0.9180 -0.3068 1.4280  0.3133
H: -1.1287 0.7840 -0.0132  0.3576
H: 1.6297 2.3840 0.8717  0.2652
H: 0.7426 1.3766 -0.5198  0.3397


A single C2H2Cl4 molecule, computed with ωB97M-V/def2-TZVPD.

Results
frontier orbital gap = 11.098 eV
strongest force on any atom = 6.3 eV/A
molecular weight = 167.9 g/mol
SMILES = ClC(Cl)C(Cl)Cl
multiplicity = 1
HOMO level = -10.31 eV
net charge = 0

Each line ends with the Mulliken charge.
Element x y z (Å)
Cl: 1.1619 -1.4974 -0.9768  -0.1110
C: 0.9084 -0.1474 0.0156  -0.0985
Cl: 1.5658 1.3381 -0.5999  -0.1340
C: -0.9360 0.0609 -0.0248  -0.1623
Cl: -1.7280 -1.1642 0.9801  -0.1228
Cl: -1.2772 1.6220 0.6205  -0.1174
H: 1.4004 -0.1880 0.9979  0.3426
H: -1.0952 -0.0238 -1.0125  0.4033


Question: Look up the molecular weight of the fourth one.
Answer: 73.1 g/mol


Question: Which of these has the highest net charge?
Answer: C29H33Cl2N6O7S2Ti